Entry 1:
A molecular structure, C54H47ClF2N2O2P2RbSTe in a non-equilibrium geometry. Source: OMol25; level of theory: the ωB97M-V functional and the def2-TZVPD basis.

XYZ file:
```
113
Properties=species:S:1:pos:R:3:lowdin_charge:R:1
Rb 0.30 -1.24 -2.58 0.64
F 4.40 3.65 -3.21 0.02
C 3.18 3.25 -3.65 -0.32
C 2.87 1.90 -3.75 -0.13
C 1.57 1.40 -4.01 -0.09
C 0.66 2.43 -4.36 -0.20
C 1.02 3.77 -4.31 -0.24
F 0.06 4.74 -4.57 0.01
C 2.24 4.24 -3.90 0.00
C -0.74 2.11 -4.75 -0.23
C -1.36 2.77 -5.81 -0.02
C -2.69 2.56 -6.06 -0.08
C -3.36 1.64 -5.31 -0.07
C -2.66 0.94 -4.36 -0.17
N -1.41 1.19 -4.05 0.10
H 3.72 1.26 -3.48 0.08
H 2.39 5.28 -3.71 0.11
H -0.81 3.49 -6.40 0.12
H -3.16 3.11 -6.86 0.10
H -4.41 1.47 -5.44 0.09
H -3.12 0.13 -3.80 0.05
C 1.39 0.05 7.08 -0.41
S 1.59 1.75 6.47 0.79
C 3.01 1.56 5.36 -0.50
C 2.77 0.63 4.16 -0.24
C 1.78 1.17 3.10 -0.24
N 1.64 0.26 1.94 -0.49
P 0.72 -1.16 1.83 1.00
C 1.46 -2.28 3.04 -0.37
C 2.85 -2.45 2.95 -0.10
C 3.46 -3.43 3.72 -0.09
C 2.73 -4.28 4.52 -0.11
C 1.37 -4.10 4.63 -0.09
C 0.74 -3.09 3.90 -0.09
C -0.86 -0.73 2.59 -0.36
C -1.98 -0.88 1.75 -0.11
C -3.25 -0.60 2.17 -0.11
C -3.48 -0.11 3.43 -0.09
C -2.40 0.07 4.31 -0.07
C -1.11 -0.26 3.90 -0.10
P 2.24 0.71 0.37 1.02
C 4.00 1.15 0.71 -0.35
C 4.44 2.31 1.33 -0.11
C 5.76 2.42 1.77 -0.09
C 6.63 1.40 1.50 -0.11
C 6.25 0.24 0.83 -0.08
C 4.94 0.14 0.39 -0.10
C 1.43 2.36 0.18 -0.36
C 2.06 3.38 -0.53 -0.08
C 1.37 4.56 -0.83 -0.08
C 0.04 4.68 -0.47 -0.08
C -0.60 3.65 0.21 -0.07
C 0.10 2.51 0.55 -0.10
H 0.45 0.09 7.61 0.02
H 2.18 -0.22 7.80 0.04
H 1.36 -0.71 6.31 0.01
H 3.84 1.17 5.96 0.08
H 3.18 2.60 5.11 0.06
H 2.35 -0.32 4.55 0.07
H 3.72 0.36 3.65 0.12
H 2.18 2.10 2.70 0.09
H 0.80 1.33 3.55 0.09
H 3.43 -1.81 2.28 0.09
H 4.53 -3.56 3.73 0.10
H 3.22 -5.06 5.12 0.10
H 0.74 -4.71 5.29 0.10
H -0.32 -2.94 3.99 0.10
H -1.81 -1.32 0.78 0.06
H -4.07 -0.70 1.48 0.06
H -4.49 0.18 3.73 0.11
H -2.51 0.43 5.34 0.11
H -0.34 -0.17 4.62 0.07
H 3.74 3.11 1.56 0.10
H 6.06 3.30 2.35 0.11
H 7.66 1.50 1.82 0.10
H 7.00 -0.51 0.63 0.10
H 4.60 -0.71 -0.16 0.09
H 3.11 3.29 -0.84 0.10
H 1.86 5.35 -1.34 0.09
H -0.44 5.61 -0.71 0.10
H -1.60 3.78 0.58 0.10
H -0.41 1.68 0.99 0.08
Cl -0.31 -9.45 -1.88 0.58
C 0.18 -7.79 -2.09 -0.69
C 0.98 -7.37 -3.18 -0.12
C 1.31 -6.06 -3.33 -0.03
C 0.77 -5.03 -2.49 -0.42
O 1.04 -3.81 -2.65 -0.21
C -0.06 -5.51 -1.40 -0.14
C -0.87 -4.61 -0.62 -0.24
O -1.02 -3.40 -0.76 -0.13
C -0.29 -6.88 -1.19 -0.11
H 1.37 -8.11 -3.84 0.09
H 2.06 -5.76 -4.05 0.11
H -1.50 -5.11 0.16 0.12
H -0.94 -7.17 -0.37 0.10
C -6.04 -1.48 -2.34 -0.47
Te -4.07 -1.65 -1.54 1.32
C -4.24 0.45 -1.36 -0.46
C -5.41 0.91 -2.19 -0.29
C -5.62 2.26 -2.46 -0.03
C -6.73 2.64 -3.21 -0.09
C -7.57 1.68 -3.71 -0.12
C -7.37 0.35 -3.44 -0.04
C -6.27 -0.06 -2.67 -0.30
H -6.84 -1.85 -1.68 0.06
H -6.18 -2.12 -3.23 0.06
H -3.33 0.96 -1.68 0.05
H -4.44 0.72 -0.33 0.04
H -4.95 2.99 -2.07 0.11
H -6.92 3.71 -3.36 0.11
H -8.47 2.03 -4.21 0.10
H -8.10 -0.38 -3.81 0.12
```

Its largest force on an atom is 0.03465 Eh/bohr. As for the charge: -1.

Entry 2:
A molecular structure, C46H55ClMgN12O2P2 in a non-equilibrium geometry. Source: OMol25; level of theory: the ωB97M-V functional and the def2-TZVPD basis.

XYZ file:
```
119
Properties=species:S:1:pos:R:3:lowdin_charge:R:1
Mg -0.55 -1.69 0.70 0.69
O 2.54 -4.36 1.94 0.07
C 1.71 -3.59 1.44 -0.44
N 0.66 -2.91 1.99 0.06
C 0.69 -2.56 3.32 -0.46
O 1.19 -3.14 4.26 0.10
C 0.05 -1.24 3.56 -0.18
C -0.04 -0.65 4.81 0.02
C -0.59 0.64 4.96 -0.03
C -1.11 1.25 3.81 -0.04
C -1.01 0.55 2.59 -0.13
N -0.52 -0.64 2.51 0.04
C 1.96 -3.15 0.03 -0.17
C 3.16 -3.64 -0.59 0.02
C 3.51 -3.12 -1.85 -0.04
C 2.65 -2.14 -2.41 -0.04
C 1.51 -1.74 -1.73 -0.12
N 1.16 -2.26 -0.53 0.06
H 0.17 -1.30 5.67 0.12
H -0.58 1.12 5.95 0.12
H -1.73 2.11 3.79 0.10
H -1.34 1.02 1.66 0.10
H 3.72 -4.39 -0.01 0.12
H 4.44 -3.42 -2.36 0.11
H 2.89 -1.68 -3.36 0.10
H 0.99 -0.83 -1.99 0.11
Cl 2.29 3.02 3.08 0.63
C 4.00 2.89 3.54 -0.62
C 4.60 3.97 4.19 -0.12
C 5.95 4.06 4.36 -0.07
C 6.73 2.96 3.99 -0.08
C 6.15 1.82 3.53 -0.09
C 4.79 1.79 3.18 -0.37
P 3.97 0.69 1.96 1.04
C 4.79 1.41 0.55 -0.40
C 6.16 1.26 0.38 -0.10
C 6.78 1.89 -0.69 -0.07
C 6.02 2.66 -1.60 -0.07
C 4.62 2.75 -1.46 -0.06
C 3.99 2.12 -0.34 -0.09
C 4.82 -0.87 2.33 -0.40
C 5.40 -1.70 1.35 -0.12
C 5.98 -2.89 1.70 -0.10
C 5.99 -3.31 3.03 -0.09
C 5.49 -2.51 4.06 -0.05
C 4.85 -1.32 3.64 -0.10
H 3.86 4.63 4.56 0.08
H 6.40 4.94 4.80 0.11
H 7.79 3.02 4.03 0.10
H 6.77 0.94 3.42 0.12
H 6.79 0.63 0.97 0.10
H 7.84 1.69 -0.84 0.10
H 6.51 3.22 -2.38 0.09
H 4.04 3.33 -2.17 0.09
H 2.94 2.12 -0.15 0.08
H 5.32 -1.48 0.27 0.11
H 6.49 -3.49 0.96 0.10
H 6.42 -4.28 3.28 0.11
H 5.55 -2.83 5.10 0.11
H 4.34 -0.60 4.30 0.10
N -2.03 -0.77 -0.33 -0.29
P -3.24 -1.03 -1.22 0.52
N -3.63 0.36 -2.15 -0.21
C -4.51 0.48 -3.29 -0.22
C -5.45 1.73 -3.33 -0.17
C -4.72 3.04 -2.99 -0.20
C -3.24 2.77 -2.61 -0.19
C -3.24 1.64 -1.53 -0.23
N -4.62 -1.58 -0.40 -0.20
C -4.68 -1.58 1.08 -0.22
C -5.81 -0.78 1.73 -0.18
C -7.19 -0.84 1.04 -0.19
C -7.01 -0.89 -0.49 -0.20
C -5.98 -1.90 -0.92 -0.23
N -3.03 -2.18 -2.45 -0.20
C -1.69 -2.06 -3.04 -0.25
C -1.71 -2.20 -4.55 -0.17
C -2.52 -3.46 -4.92 -0.20
C -3.81 -3.71 -4.15 -0.19
C -3.56 -3.53 -2.67 -0.21
H -5.07 -0.45 -3.31 0.09
H -3.89 0.54 -4.18 0.10
H -6.30 1.48 -2.69 0.09
H -5.89 1.74 -4.31 0.09
H -5.26 3.58 -2.20 0.10
H -4.72 3.66 -3.93 0.11
H -2.70 3.66 -2.15 0.09
H -2.68 2.50 -3.50 0.10
H -3.96 1.89 -0.72 0.12
H -2.26 1.57 -1.05 0.07
H -3.75 -1.18 1.45 0.07
H -4.81 -2.64 1.37 0.12
H -5.52 0.28 1.91 0.11
H -5.90 -1.18 2.78 0.11
H -7.77 0.02 1.30 0.09
H -7.75 -1.71 1.37 0.10
H -6.71 0.07 -0.87 0.09
H -7.95 -1.26 -0.98 0.13
H -5.95 -1.87 -2.03 0.10
H -6.32 -2.86 -0.47 0.13
H -1.01 -2.77 -2.62 0.09
H -1.30 -1.04 -2.79 0.10
H -0.69 -2.30 -4.85 0.10
H -2.09 -1.30 -5.04 0.10
H -1.87 -4.36 -4.85 0.12
H -2.76 -3.50 -5.98 0.10
H -4.23 -4.66 -4.37 0.10
H -4.61 -2.98 -4.46 0.12
H -2.80 -4.25 -2.39 0.12
H -4.41 -3.65 -2.03 0.09
N 0.88 5.92 -2.22 0.10
N 0.28 5.51 -1.09 -0.29
N 0.58 6.01 0.10 0.11
C 0.08 5.10 0.94 -0.21
N -0.57 4.14 0.23 -0.01
N -0.45 4.38 -1.03 0.05
H 1.21 6.89 -2.16 0.11
H 0.39 5.71 -3.09 0.11
H 0.19 5.05 2.01 0.08
```

Its largest force on an atom is 0.05218 Eh/bohr. As for the charge: 0.

Entry 3:
A molecular structure, C38H26BBrCl3F4N4O5PYb in a non-equilibrium geometry. Source: OMol25; level of theory: the ωB97M-V functional and the def2-TZVPD basis.

XYZ file:
```
84
Properties=species:S:1:pos:R:3:lowdin_charge:R:1
Yb 0.20 0.04 0.67 1.65
N 0.31 2.75 -3.19 0.12
C -0.87 3.21 -2.65 -0.06
C -1.14 2.41 -1.59 -0.11
N -0.16 1.46 -1.47 0.04
C 0.70 1.69 -2.44 -0.30
C 1.86 0.85 -2.62 -0.31
N 2.18 -0.04 -1.72 0.08
C 3.33 -0.63 -2.16 -0.13
C 3.70 -0.10 -3.36 -0.08
N 2.75 0.86 -3.65 0.12
H 0.78 3.14 -3.98 0.15
H -1.39 4.07 -3.05 0.11
H -1.96 2.44 -0.89 0.12
H 3.83 -1.39 -1.58 0.11
H 4.52 -0.30 -4.02 0.11
H 2.70 1.39 -4.49 0.15
O -3.92 -0.45 0.72 0.07
C -3.03 -0.74 -0.06 -0.59
O -1.84 -0.29 -0.09 -0.26
C -3.33 -1.72 -1.20 -0.11
C -4.66 -2.09 -1.41 -0.02
C -4.99 -2.91 -2.47 -0.08
C -4.00 -3.37 -3.33 -0.09
C -2.68 -3.01 -3.11 -0.10
C -2.32 -2.19 -2.04 -0.29
P -0.53 -1.78 -1.77 1.16
C -0.22 -1.32 -3.54 -0.34
C -1.00 -0.26 -4.02 -0.11
C -0.82 0.24 -5.30 -0.09
C 0.15 -0.31 -6.13 -0.11
C 0.92 -1.36 -5.68 -0.10
C 0.74 -1.87 -4.39 -0.09
C 0.12 -3.52 -1.74 -0.33
C 1.48 -3.74 -1.99 -0.12
C 2.02 -5.01 -1.94 -0.09
C 1.23 -6.09 -1.59 -0.10
C -0.10 -5.88 -1.27 -0.08
C -0.65 -4.61 -1.35 -0.08
H -5.40 -1.71 -0.72 0.11
H -6.02 -3.20 -2.63 0.10
H -4.25 -4.00 -4.17 0.10
H -1.91 -3.38 -3.78 0.11
H -1.76 0.16 -3.38 0.11
H -1.45 1.05 -5.65 0.10
H 0.28 0.08 -7.14 0.09
H 1.66 -1.81 -6.33 0.10
H 1.34 -2.70 -4.07 0.08
H 2.11 -2.89 -2.23 0.07
H 3.08 -5.15 -2.15 0.10
H 1.66 -7.08 -1.54 0.10
H -0.72 -6.71 -0.96 0.10
H -1.69 -4.46 -1.09 0.11
Cl 2.26 7.20 2.37 0.61
C 1.47 5.69 1.99 -0.70
C 2.23 4.62 1.54 -0.14
C 1.57 3.45 1.24 -0.53
Cl 2.43 2.08 0.60 0.80
C 0.18 3.24 1.39 -0.49
O -0.38 2.12 1.14 -0.25
C -0.53 4.40 1.81 -0.58
Cl -2.25 4.28 1.94 0.70
C 0.10 5.59 2.11 -0.15
H 3.30 4.70 1.43 0.10
H -0.49 6.44 2.44 0.10
Br 5.95 -6.44 2.20 0.69
C 4.67 -5.08 1.87 -0.69
C 3.32 -5.40 1.87 -0.12
C 2.40 -4.41 1.61 -0.01
C 2.82 -3.11 1.37 -0.12
C 4.17 -2.80 1.40 -0.01
C 5.11 -3.78 1.65 -0.13
C 1.82 -2.03 1.05 -0.62
O 0.60 -2.32 0.95 -0.08
O 2.24 -0.85 0.89 -0.18
H 3.01 -6.42 2.06 0.10
H 1.34 -4.63 1.58 0.13
H 4.47 -1.77 1.22 0.12
H 6.17 -3.55 1.67 0.10
F -0.95 1.11 3.94 0.17
B -0.26 0.00 3.53 -1.21
F -0.96 -0.69 2.47 0.05
F 0.97 0.41 2.85 0.01
F 0.04 -0.88 4.55 0.16
```

Its largest force on an atom is 0.02541 Eh/bohr. Its spin multiplicity is 2. As for the charge: -1.

Electronic energy values (in hartree) by entry order: -4378.91164 -3936.44360 -7938.49860.
Relative energy (zero: lowest compared OMol25 entry of this formula, charge and spin) values (in eV) by entry order: 0.000 1.367 0.024.